29
Properties=species:S:1:pos:R:3:forces:R:3:nbo_charge:R:1 method="wB97M-V/def2-TZVPD" lumo_ev=-4.24 charge=+1 homo_energy_ha=-0.49464 homo_lumo_gap_ev=9.2 fmax_ev_per_a=2.13
C 2.4533 0.2095 3.6471 -0.728 -0.438 -0.412 -1.041
B 2.1644 -0.9024 2.6106 0.871 0.981 1.392 0.955
O 3.0337 -1.8544 2.3142 0.197 -0.159 -0.951 -0.888
S 0.4599 -0.8711 1.7000 -0.404 -1.051 -1.809 -0.094
P -1.1187 -0.9339 3.2428 -0.580 0.730 1.706 1.234
N -2.4136 -0.2777 2.3982 0.909 0.018 -0.280 -1.157
O -1.4284 -2.5058 3.2074 0.149 -0.178 -0.067 -0.961
H 3.0163 0.9772 3.1201 0.114 0.316 -0.103 0.283
H 3.0779 -0.1488 4.4498 0.220 -0.127 0.280 0.281
H 1.5337 0.6306 4.0192 -0.144 0.443 0.349 0.243
H 3.5723 -1.7102 1.5202 -0.039 -0.592 0.096 0.546
H 0.4359 0.3600 1.1574 -0.011 0.218 0.375 0.234
H -2.9592 0.2616 3.0595 -0.202 0.184 -0.130 0.419
H -2.1853 0.2783 1.5843 -0.377 -0.011 -0.204 0.411
H -1.3561 -2.8149 4.1256 0.077 -0.340 -0.248 0.523
C -1.3933 -0.9850 -4.0041 0.191 0.009 0.310 -0.640
C -1.4811 0.5205 -4.1137 -0.261 -0.275 -0.438 -0.081
O -1.0958 1.1655 -2.8723 -0.047 0.088 0.107 -0.476
C 0.1986 1.2803 -2.6552 -0.340 -0.116 -0.206 0.687
O 1.0930 0.9152 -3.3512 0.301 -0.017 0.053 -0.520
C 0.4253 2.0257 -1.3278 0.205 0.333 0.276 0.900
F -0.3676 1.5243 -0.3291 0.078 0.067 -0.180 -0.352
F 0.1443 3.3184 -1.4497 -0.020 -0.210 0.044 -0.286
F 1.6868 1.9017 -0.9083 -0.211 -0.084 -0.051 -0.305
H -1.9897 -1.3417 -3.1639 -0.104 -0.002 -0.063 0.212
H -1.7612 -1.4486 -4.9170 -0.033 0.025 -0.032 0.238
H -0.3660 -1.3098 -3.8441 0.035 0.015 -0.097 0.222
H -2.5066 0.8319 -4.2901 -0.020 0.120 0.176 0.207
H -0.8728 0.9035 -4.9300 0.171 0.053 0.110 0.208